## w
DFT (the ωB97M-V functional and the def2-TZVPD basis) results for the molecule C7H13N.

Computed properties:
SMILES ... C1=C\CNCCCC/1
Highest occupied orbital energy ... -8.34 eV
Frontier orbital gap ... 0.340 Eh

Structure (ORCA input):
```
! wB97M-V def2-TZVPD RIJCOSX def2/J DEFGRID3
* xyz 0 1
C -1.169 -0.206 1.288
C -0.466 -1.261 0.916
C 1.006 -1.476 0.509
N 1.493 -1.358 -0.866
C 1.509 0.021 -1.378
C 0.248 0.606 -0.723
C -0.709 1.758 -0.534
C -1.556 1.207 0.670
H -1.763 -0.303 2.195
H -0.858 -2.244 1.292
H 1.265 -2.506 0.864
H 1.627 -0.811 1.131
H 0.869 -1.868 -1.495
H 1.437 -0.048 -2.456
H 2.433 0.601 -1.083
H -0.325 -0.300 -0.931
H 0.588 0.469 0.302
H -1.270 2.072 -1.412
H -0.156 2.655 -0.222
H -2.624 1.113 0.404
H -1.579 1.879 1.528
*
```

Mulliken population analysis, charges in e, atoms 1 to 6: -0.25, -0.30, -0.83, -0.45, -0.67, -0.47

=====

## x
DFT (the ωB97M-V functional and the def2-TZVPD basis) results for the molecule C7H13N.

Computed properties:
SMILES ... CC1C[C@@H]2[C@@H](C1)N2C
Highest occupied orbital energy ... -7.87 eV
Frontier orbital gap ... 0.329 Eh

Structure (ORCA input):
```
! wB97M-V def2-TZVPD RIJCOSX def2/J DEFGRID3
* xyz 0 1
C -2.460 0.128 0.551
C -1.329 0.022 -0.438
C -0.265 1.240 -0.349
C 0.934 0.410 -0.916
C 0.765 -0.840 0.020
C -0.598 -1.327 -0.368
N 2.035 -0.280 -0.552
C 2.858 0.134 0.635
H -3.313 -0.527 0.339
H -2.606 1.280 0.707
H -1.991 -0.458 1.461
H -1.730 0.107 -1.419
H -0.539 1.972 -0.912
H -0.317 1.550 0.642
H 0.557 0.179 -1.857
H 0.650 -0.504 1.147
H -1.169 -2.000 0.212
H -0.436 -1.794 -1.320
H 3.166 -0.846 1.115
H 3.684 0.585 0.102
H 2.104 0.967 1.199
*
```

Mulliken population analysis, charges in e, atoms 1 to 6: -1.31, 0.50, -1.38, -0.06, 0.03, -1.24

=====

Which structure is the most stable? The one labeled w.

=====

## w
DFT (the ωB97M-V functional and the def2-TZVPD basis) results for the molecule C6H9NS.

Computed properties:
SMILES ... C[C@]12S[C@H]1C[C@H]1N[C@H]12
Highest occupied orbital energy ... -8.44 eV
Frontier orbital gap ... 0.343 Eh

Structure (ORCA input):
```
! wB97M-V def2-TZVPD RIJCOSX def2/J DEFGRID3
* xyz 0 1
C -1.929 1.140 0.078
C -0.910 0.000 -0.180
S -1.283 -1.508 -0.961
C -0.465 -1.085 0.607
C 0.996 -1.276 0.579
C 1.619 -0.121 -0.068
N 1.269 0.017 -1.460
C 0.467 0.671 -0.467
H -2.914 0.739 0.279
H -1.459 1.719 0.980
H -2.076 1.861 -0.790
H -0.980 -1.362 1.625
H 1.391 -2.049 -0.052
H 1.329 -1.415 1.645
H 2.530 0.297 0.458
H 1.900 0.558 -1.949
H 0.516 1.814 -0.325
*
```

Mulliken population analysis, charges in e, atoms 1 to 6: -1.26, 0.88, -0.23, -0.62, -0.78, -0.15

=====

## x
DFT (the ωB97M-V functional and the def2-TZVPD basis) results for a structure of composition C6H9NS.

Computed properties:
Highest occupied orbital energy ... -8.16 eV
Frontier orbital gap ... 0.333 Eh

Structure (ORCA input):
```
! wB97M-V def2-TZVPD RIJCOSX def2/J DEFGRID3
* xyz 0 1
C 0.744 -1.899 0.312
C -1.573 1.303 0.940
C -0.632 1.322 0.027
C -0.295 -1.239 -0.669
C 0.070 0.294 -0.690
C 1.623 0.177 0.577
N 1.672 -1.218 0.866
S 3.117 0.813 -0.186
H 0.683 -2.928 0.383
H -1.937 2.231 1.300
H -2.039 0.343 1.368
H -0.300 2.348 -0.291
H -0.289 -1.565 -1.650
H -1.176 -1.527 -0.009
H 0.551 0.604 -1.665
H 1.249 0.811 1.474
H 3.780 -0.315 -0.104
*
```

Mulliken population analysis, charges in e, atoms 1 to 6: -0.15, -0.68, -0.30, -0.68, -0.05, 0.07

=====

Which structure is the most stable? The one labeled w.

=====

## w
DFT (the ωB97M-V functional and the def2-TZVPD basis) results for a cluster of 2 separate species, C6H9NS in total.

Computed properties:
Highest occupied orbital energy ... -7.32 eV
Frontier orbital gap ... 0.277 Eh

Structure (ORCA input):
```
! wB97M-V def2-TZVPD RIJCOSX def2/J DEFGRID3
* xyz 0 1
C 1.039 0.180 -0.050
C 1.085 -1.029 -0.668
C 0.986 1.256 -0.957
C -0.780 2.600 -0.484
C 0.837 -2.359 -0.110
C -1.382 2.105 0.643
N 1.540 1.666 -1.957
S -1.083 3.762 -1.524
H 0.945 0.244 0.939
H 1.030 -0.918 -1.702
H 1.234 -2.186 0.945
H 1.250 -3.149 -0.732
H -0.267 -2.576 0.021
H -2.049 2.792 1.217
H -0.568 1.930 1.374
H -2.017 1.355 0.414
H 1.167 2.522 -2.349
*
```

Mulliken population analysis, charges in e, atoms 1 to 6: -0.44, -0.21, 0.41, 0.24, -1.03, -1.01

=====

## x
DFT (the ωB97M-V functional and the def2-TZVPD basis) results for the molecule C6H9NS.

Computed properties:
SMILES ... CCC1=CC(=S)NC1
Highest occupied orbital energy ... -7.96 eV
Frontier orbital gap ... 0.308 Eh

Structure (ORCA input):
```
! wB97M-V def2-TZVPD RIJCOSX def2/J DEFGRID3
* xyz 0 1
C 2.109 -0.060 0.686
C 1.321 -0.882 -0.313
C -0.096 -0.407 -0.329
C -1.264 -1.115 -0.291
C -2.352 -0.091 -0.016
S -3.972 -0.428 0.238
N -1.816 1.139 -0.052
C -0.412 1.085 -0.367
H 2.297 0.992 0.370
H 3.117 -0.492 0.741
H 1.735 -0.052 1.751
H 1.416 -1.901 0.041
H 1.731 -0.690 -1.289
H -1.420 -2.199 -0.311
H -2.283 1.972 0.167
H -0.320 1.493 -1.401
H 0.207 1.636 0.373
*
```

Mulliken population analysis, charges in e, atoms 1 to 6: -1.28, -0.19, 0.31, -0.56, -0.13, -0.35

=====

Which structure is the most stable? The one labeled x.

=====

## w
DFT (the ωB97M-V functional and the def2-TZVPD basis) results for the molecule C3H3NO.

Computed properties:
SMILES ... N#CCC=O
Highest occupied orbital energy ... -10.50 eV
Frontier orbital gap ... 0.363 Eh

Structure (ORCA input):
```
! wB97M-V def2-TZVPD RIJCOSX def2/J DEFGRID3
* xyz 0 1
N 2.272 -0.058 -0.028
C 1.290 0.213 -0.636
C 0.073 -0.536 0.066
C -0.930 0.614 0.049
O -2.046 0.469 -0.384
H -0.218 -1.319 -0.636
H 0.128 -0.947 1.078
H -0.568 1.565 0.491
*
```

Mulliken population analysis, charges in e, atoms 1 to 6: -0.28, -0.03, -0.08, 0.00, -0.45, 0.21

=====

## x
DFT (the ωB97M-V functional and the def2-TZVPD basis) results for the molecule C3H3NO.

Computed properties:
SMILES ... CC(=O)C#N
Highest occupied orbital energy ... -11.30 eV
Frontier orbital gap ... 0.399 Eh

Structure (ORCA input):
```
! wB97M-V def2-TZVPD RIJCOSX def2/J DEFGRID3
* xyz 0 1
C -0.946 -0.185 0.188
C 0.287 0.442 -0.411
O 0.266 1.310 -1.247
C 1.592 -0.081 0.079
N 2.605 -0.504 0.448
H -1.602 0.615 0.550
H -1.483 -0.715 -0.607
H -0.718 -0.883 0.998
*
```

Mulliken population analysis, charges in e, atoms 1 to 6: -0.89, 0.58, -0.45, 0.19, -0.31, 0.29

=====

## y
DFT (the ωB97M-V functional and the def2-TZVPD basis) results for the molecule C3H3NO.

Computed properties:
SMILES ... N#CCC=O
Highest occupied orbital energy ... -10.70 eV
Frontier orbital gap ... 0.398 Eh

Structure (ORCA input):
```
! wB97M-V def2-TZVPD RIJCOSX def2/J DEFGRID3
* xyz 0 1
N 2.537 -1.020 -0.037
C 1.481 -0.506 -0.058
C 0.328 0.381 0.022
C -1.190 -0.179 -0.111
O -1.678 -1.358 -0.004
H 0.169 1.262 -0.756
H 0.160 0.808 0.977
H -1.807 0.612 -0.033
*
```

Mulliken population analysis, charges in e, atoms 1 to 6: -0.37, 0.28, -0.32, -0.02, -0.47, 0.28

=====

Which structure is the most stable? The one labeled x.

=====

## w
DFT (the ωB97M-V functional and the def2-TZVPD basis) results for a cluster of 2 separate species, C5H10NO3 in total.

Computed properties:
Highest occupied orbital energy ... -4.45 eV
Frontier orbital gap ... 0.298 Eh

Structure (ORCA input):
```
! wB97M-V def2-TZVPD RIJCOSX def2/J DEFGRID3
* xyz -1 1
C -1.475 1.385 1.554
C -2.318 0.623 0.569
O -3.320 1.078 0.044
N -1.788 -0.569 0.223
H -1.897 2.317 1.948
H -0.546 1.695 1.046
H -2.275 -1.044 -0.520
H -0.956 -1.024 0.589
H -1.111 0.849 2.425
C 1.303 -0.307 -1.356
C 1.697 1.182 -1.471
C 1.834 -1.075 -0.142
O 1.039 -1.805 0.497
O 3.045 -0.849 0.075
H 0.241 -0.421 -1.568
H 1.701 -0.829 -2.216
H 1.996 1.553 -0.489
H 0.888 1.771 -1.882
H 2.574 1.263 -2.112
*
```

Mulliken population analysis, charges in e, atoms 1 to 6: -0.85, 0.65, -0.68, -0.30, 0.31, 0.12

=====

## x
DFT (the ωB97M-V functional and the def2-TZVPD basis) results for a cluster of 2 separate species, C5H10NO3 in total.

Computed properties:
Highest occupied orbital energy ... -4.35 eV
Frontier orbital gap ... 0.294 Eh

Structure (ORCA input):
```
! wB97M-V def2-TZVPD RIJCOSX def2/J DEFGRID3
* xyz -1 1
C 1.439 2.391 2.590
C 0.505 2.300 1.347
O 0.326 1.124 0.923
O 0.029 3.367 0.920
H 2.406 1.900 2.489
H 0.877 1.947 3.423
H 1.558 3.437 2.905
C 0.515 -1.747 -1.485
C 0.866 -3.135 -0.899
C -0.973 -1.490 -1.402
O -1.683 -1.600 -2.390
N -1.471 -1.257 -0.169
H 1.138 -1.015 -0.977
H 0.765 -1.715 -2.545
H 0.107 -3.446 -0.182
H 1.783 -3.126 -0.314
H -2.479 -1.222 -0.162
H -0.957 -0.786 0.566
H 0.885 -3.879 -1.695
*
```

Mulliken population analysis, charges in e, atoms 1 to 6: -0.83, 0.51, -0.71, -0.71, 0.24, 0.20

=====

Which structure is the most stable? The one labeled w.